11 unconnected molecules or ions with the total composition C26H57BF4N6O4 in a non-equilibrium geometry, computed with ωB97M-V/def2-TZVPD.

Properties
E_tot	-56553.555	eV
HOMO energy	-9.285	eV
gap between HOMO and LUMO	8.484	eV
LUMO energy	-0.8	eV
energy above the lowest of the compared OMol25 structures with the same formula, charge and spin	535.6	kJ/mol

Last column: Mulliken charge in e.
Positions of all 98 atoms, in Å:
C (76.87900, 51.72000, 55.97600)  -1.72
C (76.48200, 53.11900, 55.72900)  -0.52
C (76.44800, 54.03900, 57.07800)  -1.07
N (76.15200, 55.47200, 56.88100)  0.59
C (74.77600, 55.73100, 56.14700)  -0.91
C (77.21100, 56.14400, 56.05700)  -1.89
C (77.11300, 57.65300, 56.32900)  -0.46
C (76.46900, 57.71900, 57.75500)  0.20
C (76.20700, 56.29300, 58.11800)  -0.93
H (77.70300, 51.52500, 56.62500)  0.39
H (76.90000, 51.09800, 55.12000)  0.42
H (76.22600, 51.09500, 56.51000)  0.44
H (75.73100, 53.22900, 55.07500)  0.69
H (77.18000, 53.57900, 55.07400)  0.38
H (77.38100, 54.02800, 57.50000)  0.56
H (75.77200, 53.61600, 57.66900)  0.63
H (74.67200, 56.76900, 56.13100)  0.35
H (74.06000, 55.22100, 56.84000)  0.10
H (74.80500, 55.42400, 55.15700)  0.41
H (77.41500, 55.99900, 55.03800)  0.54
H (78.06800, 56.09400, 56.31100)  1.08
H (76.66100, 58.32800, 55.50400)  -0.03
H (78.10900, 58.02000, 56.28800)  0.63
H (75.48700, 58.44700, 57.56700)  -0.35
H (77.32300, 58.12200, 58.39900)  0.47
H (75.29400, 56.32500, 58.73700)  0.36
H (77.00900, 55.98700, 58.68800)  0.48
B (72.55000, 59.26800, 55.30000)  0.19
F (72.23700, 60.19800, 54.30400)  0.13
F (72.53900, 57.97200, 54.83200)  -0.10
F (73.74000, 59.53900, 56.07500)  -0.31
F (71.44100, 59.43100, 56.15100)  -0.41
C (68.51500, 58.83900, 54.92000)  -1.13
C (67.42900, 57.86500, 54.49000)  0.15
N (66.54600, 57.17600, 54.20700)  -0.42
H (68.29400, 59.77600, 54.82600)  0.45
H (68.87000, 58.67600, 55.85900)  0.46
H (69.33300, 58.67200, 54.39900)  0.46
C (76.76600, 61.36400, 56.45400)  -0.46
C (76.47700, 61.84000, 57.93000)  0.20
N (76.36200, 62.15300, 59.06400)  -0.51
H (75.69400, 60.90800, 56.05700)  -0.15
H (76.98100, 62.25900, 56.06500)  0.36
H (77.53000, 60.71500, 56.34100)  0.53
C (72.78700, 62.58300, 57.16100)  0.58
C (72.99300, 63.51500, 58.34100)  -0.14
N (73.13500, 64.31400, 59.18000)  -0.53
H (73.13600, 63.31600, 56.33800)  0.32
H (73.62100, 61.76900, 57.30900)  -0.52
H (71.75100, 62.16400, 57.19300)  0.21
C (71.37900, 55.87100, 57.63600)  -0.13
C (71.13700, 55.73600, 59.24100)  0.06
N (70.93500, 55.73900, 60.37400)  -0.41
H (71.84900, 54.90000, 57.39000)  0.27
H (70.43500, 55.86100, 57.26400)  0.51
H (72.01900, 56.77200, 57.48900)  -0.27
C (70.10500, 62.73200, 54.25400)  -0.02
C (68.63800, 62.86200, 53.85200)  0.22
N (67.52200, 62.92200, 53.61400)  -0.48
H (69.94300, 61.52700, 54.61200)  -0.17
H (70.85200, 62.47500, 53.45600)  -0.17
H (70.51700, 63.46000, 54.85200)  0.48
C (75.04600, 61.72900, 53.36900)  -0.27
C (76.12100, 62.44800, 52.48900)  -0.61
O (77.35000, 62.61500, 53.38200)  -0.52
H (75.35400, 60.68200, 53.59700)  0.05
H (74.29900, 61.28500, 52.67100)  0.09
H (74.61100, 62.16500, 54.22200)  0.26
H (75.95100, 63.38200, 52.23900)  0.48
H (76.32100, 61.82500, 51.59900)  0.23
H (77.67000, 63.44500, 53.25400)  0.26
C (72.92000, 60.14000, 60.51200)  -2.06
C (72.31600, 59.63300, 59.22000)  1.45
O (71.15600, 60.21900, 58.77000)  -0.62
H (72.24100, 60.12900, 61.19400)  0.51
H (73.42600, 61.09000, 60.64700)  0.41
H (73.67100, 59.69400, 60.65300)  0.76
H (72.21300, 58.37500, 59.26700)  -0.44
H (73.13200, 59.78800, 58.46700)  -0.54
H (71.21100, 59.98000, 57.75200)  0.35
C (71.43100, 54.96000, 53.29200)  -0.69
C (71.68000, 54.31400, 51.85700)  -0.47
O (71.12200, 53.05000, 51.63900)  -0.53
H (71.59200, 54.23800, 54.09400)  0.26
H (70.32800, 55.27700, 53.29700)  0.24
H (72.14600, 55.68500, 53.21400)  0.26
H (72.72600, 54.20200, 51.62600)  0.33
H (71.35000, 55.11200, 51.22800)  0.29
H (71.53100, 52.62000, 50.84400)  0.32
C (70.35700, 61.93800, 49.88700)  -1.07
C (71.47400, 61.69200, 50.95900)  -0.72
O (71.20800, 60.45500, 51.75400)  -0.40
H (70.82300, 62.63800, 49.06100)  0.29
H (69.22600, 62.14400, 50.36500)  0.21
H (70.21700, 60.98500, 49.40200)  0.30
H (71.75600, 62.57300, 51.25500)  0.66
H (72.27300, 61.36300, 50.44700)  0.68
H (71.77300, 60.67300, 52.55200)  0.13

2 unconnected molecules or ions with the total composition C26H58N3O in a non-equilibrium geometry, computed with ωB97M-V/def2-TZVPD.

Properties
net charge	+1
E_tot	-34414.012	eV
HOMO energy	-12.438	eV
gap between HOMO and LUMO	8.235	eV
LUMO energy	-4.2	eV

Last column: Mulliken charge in e.
Positions of all 88 atoms, in Å:
C (-4.60852, -0.47342, -0.70117)  -1.48
C (-3.14794, -0.92751, -0.83101)  0.15
C (-2.51505, -0.32990, -2.08780)  0.00
C (-1.31665, -1.11201, -2.62668)  -1.62
C (-0.13511, -1.23015, -1.65626)  1.12
C (0.94613, -0.16287, -1.79778)  -1.20
C (0.51689, 1.25943, -1.40838)  -0.48
C (0.07079, 1.42917, 0.05705)  0.03
C (0.99002, 2.27646, 0.98691)  -1.43
C (2.47408, 2.34585, 0.64043)  -0.82
C (3.25496, 1.01035, 0.64370)  -0.82
C (2.63728, -0.12693, 1.44144)  0.19
C (3.57848, -1.34658, 1.47693)  -1.11
C (2.97676, -2.50244, 2.30763)  -0.51
C (2.72267, -3.77600, 1.49243)  -1.30
C (1.24284, -4.07661, 1.21442)  -0.24
N (0.35155, -4.05423, 2.41790)  0.62
C (0.14486, -5.39908, 3.02593)  -1.20
C (-0.52515, -6.51080, 2.18790)  0.28
C (0.34636, -7.77278, 2.20531)  -1.44
O (-1.80003, -6.84523, 2.71974)  -0.56
C (-0.71574, -3.24036, 2.37354)  -0.01
N (-0.53838, -1.85724, 2.33370)  -0.23
N (-1.98163, -3.68549, 2.37839)  -0.11
H (-4.97018, -0.52451, 0.32247)  0.42
H (-4.66237, 0.57177, -1.00753)  0.30
H (-5.25827, -1.03662, -1.36715)  0.37
H (-2.62985, -0.57560, 0.06390)  0.03
H (-3.09819, -2.01995, -0.82917)  0.21
H (-3.27969, -0.33105, -2.86811)  0.64
H (-2.29052, 0.71787, -1.89100)  -0.23
H (-1.67450, -2.12194, -2.83843)  0.45
H (-1.01624, -0.68513, -3.58372)  0.34
H (0.35187, -2.19179, -1.84834)  0.56
H (-0.54755, -1.29604, -0.64726)  -0.96
H (1.23472, -0.13601, -2.85074)  0.60
H (1.84357, -0.46940, -1.25817)  -0.01
H (1.25946, 1.99154, -1.71383)  0.82
H (-0.36286, 1.45453, -2.02268)  0.08
H (-0.89265, 1.94121, 0.04253)  0.52
H (-0.12737, 0.47307, 0.53740)  -0.08
H (0.59371, 3.29102, 0.98853)  0.61
H (0.87388, 1.89348, 2.00086)  0.46
H (2.93929, 3.00063, 1.37827)  0.47
H (2.61728, 2.85152, -0.31324)  0.22
H (4.22882, 1.20119, 1.09949)  0.57
H (3.48197, 0.69832, -0.37634)  0.31
H (2.45552, 0.17332, 2.47463)  0.54
H (1.71805, -0.48633, 0.97874)  -0.36
H (3.71795, -1.65364, 0.44070)  0.36
H (4.52892, -1.04025, 1.90626)  0.44
H (2.08495, -2.18471, 2.84158)  0.22
H (3.70336, -2.76438, 3.07519)  0.52
H (3.14774, -4.65242, 1.98144)  0.38
H (3.18445, -3.71086, 0.50904)  0.55
H (0.86564, -3.34028, 0.50550)  0.16
H (1.18798, -5.05323, 0.73999)  0.33
H (-0.48004, -5.25538, 3.90492)  0.44
H (1.11935, -5.70436, 3.39599)  0.49
H (-0.59585, -6.20054, 1.14236)  0.49
H (-0.26931, -8.66592, 2.21420)  0.39
H (0.98932, -7.81010, 1.32691)  0.34
H (0.99816, -7.80968, 3.07540)  0.36
H (-2.47385, -6.48775, 2.14767)  0.33
H (0.12126, -1.55898, 3.04312)  0.53
H (-0.24700, -1.51775, 1.42050)  -0.43
H (-2.62735, -3.35654, 3.07955)  0.25
H (-2.33851, -4.31162, 1.67952)  0.20
C (0.47219, 8.19230, -2.45823)  -1.18
C (-0.77587, 7.65238, -1.76586)  -0.52
C (-0.52072, 6.38127, -0.95781)  -0.89
C (-0.04234, 5.18336, -1.77922)  0.57
C (-0.97219, 4.75132, -2.91093)  -0.60
C (-2.34405, 4.29280, -2.42385)  -1.13
H (0.86777, 7.48573, -3.18955)  0.28
H (0.24842, 9.11841, -2.98821)  0.39
H (1.25870, 8.40550, -1.73160)  0.29
H (-1.56083, 7.47864, -2.50682)  0.23
H (-1.16152, 8.41781, -1.08831)  0.40
H (-1.43508, 6.11380, -0.41996)  0.38
H (0.22769, 6.59386, -0.18783)  0.44
H (0.09945, 4.33343, -1.10039)  -0.79
H (0.94481, 5.40144, -2.19681)  0.45
H (-0.49825, 3.92681, -3.45175)  0.36
H (-1.09085, 5.56118, -3.63470)  0.43
H (-2.24772, 3.45758, -1.72323)  0.12
H (-2.96011, 3.95874, -3.25991)  0.39
H (-2.88398, 5.09532, -1.92026)  0.36

Look up the E_tot of the first one.
-56553.555 eV

LUMO energy of number 1 (C26H57BF4N6O4)?
-0.8 eV

Look up the E_tot of the first one.
-56553.555 eV

Which of these has the highest gap between HOMO and LUMO?
C26H57BF4N6O4